No. 1
The following is a DFT calculation (wB97M-V/def2-TZVPD) of 2 unconnected molecules or ions with the total composition C2H5N4 in a non-equilibrium geometry.

Atoms and positions in Å:
H -0.613179 -1.959807 0.210073
H 1.703512 1.326865 -0.454263
N -0.492606 -2.236664 -0.894698
H -0.708802 -3.230232 -1.114585
H 1.030571 2.999938 -0.067260
N -0.268477 0.109270 0.868802
N -0.136308 -1.414077 -1.642224
N -0.477313 -0.927113 1.282615
C 0.930439 1.929408 -0.005085
H -0.868697 2.004959 1.145476
C -0.099141 1.397452 0.671148

Cartesian forces (eV/Å) of the 6 atoms listed first:
-0.02 -0.73 -0.94
0.00 -0.15 -0.12
-0.35 -0.58 1.38
0.03 0.14 -0.05
-0.10 0.13 0.05
-0.39 -5.18 0.20

Summary:
Orbital gap (spin up / spin down), eV: 7.57 / 6.57
Energy above the lowest of the compared OMol25 structures with the same formula, charge and spin, kJ/mol: 452.66
Total charge: +1



No. 2
The following is a DFT calculation (wB97M-V/def2-TZVPD) of a gas-phase ion, C2H5N4 (charge +1) in a non-equilibrium geometry.

Atoms and positions in Å:
H 0.378922 1.915940 -0.082597
N -2.082488 -0.505642 0.057702
N 0.417049 -0.275500 0.006871
H -0.398081 -1.933469 -0.649597
H 2.294800 -1.083914 0.047685
C -0.235471 0.928380 0.074848
C -1.603348 0.641465 0.046003
H 2.174955 0.581526 0.151163
N -0.285459 -1.370800 0.127664
N 1.771246 -0.261886 0.053801
H -2.432127 1.363898 0.166459

Cartesian forces (eV/Å) of the 6 atoms listed first:
-1.60 -2.13 0.69
3.19 -3.17 0.11
0.77 3.42 0.30
0.25 -1.63 -2.37
0.47 -1.59 0.01
3.24 -0.35 -1.18

Summary:
Orbital gap, eV: 9.01
Energy above the lowest of the compared OMol25 structures with the same formula, charge and spin, kJ/mol: 485.03
Total charge: +1



No. 3
The following is a DFT calculation (wB97M-V/def2-TZVPD) of C2H5N5 in the gas phase in a non-equilibrium geometry.

Atoms and positions in Å:
N -0.792796 0.079355 -0.240572
N -2.066561 -0.176674 0.148016
C -0.380304 1.359696 -0.033875
N 0.428401 -0.710230 -0.015894
C 1.472448 0.191486 0.016297
N 0.918390 1.540603 -0.025847
H -1.007021 2.071875 -0.156994
N 2.639771 -0.165943 0.118101
H 2.470016 -1.210465 0.034725
H -1.900842 -0.235133 1.223242
H -2.093605 -1.120932 -0.410374
H 0.312103 -1.623633 -0.656825

Cartesian forces (eV/Å) of the 6 atoms listed first:
3.29 3.13 -1.39
0.76 -3.77 1.30
6.56 -4.49 -1.20
-4.78 -3.22 -1.23
-2.78 2.79 -0.52
-0.70 -1.43 0.94

Summary:
Structure (SMILES): [H]/N=c1/ncn(N)[nH]1
Orbital gap, eV: 8.82
Energy above the lowest of the compared OMol25 structures with the same formula, charge and spin, kJ/mol: 443.17
Total charge: 0



No. 4
The following is a DFT calculation (wB97M-V/def2-TZVPD) of C2H5N5O in the gas phase in a non-equilibrium geometry.

Atoms and positions in Å:
H 0.696202 -1.956392 0.492733
C 1.333061 0.061953 -0.077250
H -1.685312 2.474407 0.351584
H -2.101146 -1.164018 1.288439
H -2.676292 -0.897586 -0.557250
N 0.720761 1.210189 -0.029936
N -1.798367 1.458112 0.044490
N -0.803718 -0.617981 -0.274443
H 3.037654 0.796407 0.137465
C -0.666275 0.814045 -0.036978
N 0.529348 -1.113018 -0.124746
N -1.860588 -1.370084 0.103459
O 2.652016 -0.184916 0.117579

Cartesian forces (eV/Å) of the 6 atoms listed first:
-0.26 1.64 -1.00
-0.84 -2.43 1.81
0.14 -1.80 -0.95
0.39 -0.38 -4.27
2.21 -1.73 2.83
-1.03 -1.79 -0.41

Summary:
Structure (SMILES): [H]/N=c1\nc(O)[nH]n1N
Orbital gap, eV: 8.68
Energy above the lowest of the compared OMol25 structures with the same formula, charge and spin, kJ/mol: 261.13
Total charge: 0



No. 5
The following is a DFT calculation (wB97M-V/def2-TZVPD) of 3 unconnected molecules or ions with the total composition C2H5N5O in a non-equilibrium geometry.

Atoms and positions in Å:
C 0.021754 -1.441577 0.732551
C 0.409904 0.217164 -0.615733
H 0.914142 1.765272 -1.947045
N -1.350382 0.644885 1.263582
N 1.088096 -0.779354 -1.158807
H -0.663378 1.320059 2.335463
O 0.009781 -2.185791 1.802529
H -0.502367 2.069906 -1.142237
H 1.273473 -2.637215 -0.707764
N 0.324892 1.400717 -1.176238
N 0.837798 -1.858592 -0.318456
H -1.969018 1.601842 0.469186
N -0.394695 -0.117316 0.462969

Cartesian forces (eV/Å) of the 6 atoms listed first:
1.71 -5.45 4.35
0.19 -2.15 -1.50
-0.22 -1.43 1.02
1.00 3.74 0.17
-1.17 1.83 0.90
-2.23 -2.12 -4.29

Summary:
Orbital gap, eV: 7.31
Energy above the lowest of the compared OMol25 structures with the same formula, charge and spin, kJ/mol: 490.02
Total charge: 0



No. 6
The following is a DFT calculation (wB97M-V/def2-TZVPD) of C2H5N5O in the gas phase in a non-equilibrium geometry.

Atoms and positions in Å:
C 0.085071 -0.799642 0.036248
H -0.182136 1.997181 0.974468
H -2.494866 0.308173 -0.502540
H -2.910231 -1.318254 -0.273389
H -0.266824 2.598664 -0.621267
N 2.063276 0.391243 -0.020751
N -0.144076 1.694084 0.010918
O 1.175551 -1.563130 -0.141242
N -2.440294 -0.557865 0.041961
H 3.184083 -1.312595 0.559815
N -1.088094 -1.148078 0.092277
N 0.732356 0.503600 -0.131059
C 2.286184 -0.793375 -0.025439

Cartesian forces (eV/Å) of the 6 atoms listed first:
0.21 4.24 -1.58
0.31 -0.14 0.02
0.20 -0.70 0.01
-2.13 -2.09 -1.46
1.54 -3.30 0.97
-0.11 6.05 0.49

Summary:
Structure (SMILES): N/N=c1/ocnn1N
Orbital gap, eV: 8.99
Energy above the lowest of the compared OMol25 structures with the same formula, charge and spin, kJ/mol: 475.17
Total charge: 0



Calculated total energy / eV: -8103.035; -8102.700; -9601.428; -11649.838; -11647.466; -11647.620